ORCA calculation (ωB97M-V/def2-TZVPD) on a 2-piece molecular cluster, C4H8O2 overall at a distorted geometry.

Bonds (Å) are listed after each position.
Positions of all 14 atoms, in Å:
1 C -2.10 -0.44 0.55  C2 1.321, H4 1.057, H5 1.105
2 C -1.55 -1.61 0.76  C1 1.321, O3 1.301, H6 1.132
3 O -0.82 -1.96 1.78  C2 1.301, H7 1.033
4 H -2.79 -0.26 -0.24  C1 1.057
5 H -2.21 0.16 1.47  C1 1.105
6 H -1.74 -2.53 0.13  C2 1.132
7 H -0.23 -2.80 1.67  O3 1.033
8 C 2.24 2.08 -0.67  C9 1.340, H11 1.052, H12 1.116
9 C 1.37 1.36 -1.40  C8 1.340, O10 1.445, H13 1.139
10 O 1.42 -0.08 -1.43  C9 1.445, H14 1.051
11 H 2.11 3.10 -0.48  C8 1.052
12 H 2.79 1.52 0.12  C8 1.116
13 H 0.41 1.77 -1.85  C9 1.139
14 H 1.12 -0.29 -0.44  O10 1.051

Values from the calculation:
Total energy in eV: -8369.4441
Total charge: 0
SMILES string: C=CO.C=CO
Lowest unoccupied orbital energy in eV: 0.45
E_HOMO in eV: -9.1887
Relative energy (zero: lowest compared OMol25 entry of this formula, charge and spin) in eV: 3.8376
Gap between HOMO and LUMO in eV: 9.64